(1)
The following is a quantum chemistry calculation of a molecular structure, C34H40AsIrN12OS, from the Open Molecules 2025 dataset.

Summary:
Net charge ... +3
Total energy ... -130323.544 eV
Multiplicity ... 2
Highest occupied orbital energy (spin up / spin down) ... -15.425 / -15.425 eV
Gap between HOMO and LUMO (spin up / spin down) ... 0.2591 / 0.1484 hartree

Positions of all 90 atoms, in Å:
Ir: -1.17 1.35 0.47
C: -2.06 5.65 1.45
C: -2.05 4.25 0.93
N: -1.42 3.30 1.53
N: -0.86 3.57 2.70
C: -0.07 2.69 3.24
N: 0.42 2.92 4.46
S: 0.48 1.25 2.42
C: -2.83 3.87 -0.24
C: -3.77 4.72 -0.82
C: -4.54 4.28 -1.88
C: -4.36 2.98 -2.33
C: -3.41 2.19 -1.71
N: -2.66 2.62 -0.70
H: -1.22 5.80 2.12
H: -2.98 5.84 2.01
H: -2.01 6.37 0.64
H: 0.15 3.75 4.96
H: 1.05 2.28 4.90
H: -3.91 5.72 -0.43
H: -5.27 4.93 -2.33
H: -4.95 2.57 -3.14
H: -3.25 1.18 -2.04
C: -1.80 -3.36 3.74
N: -1.98 -2.04 3.14
C: -1.75 -1.61 1.90
N: -2.02 -0.31 1.83
C: -2.44 0.00 3.09
N: -2.42 -1.02 3.90
C: -0.36 -3.83 3.71
C: 0.38 -4.04 4.88
C: 1.70 -4.49 4.84
C: 2.32 -4.72 3.64
C: 1.60 -4.50 2.45
C: 0.26 -4.09 2.50
C: 2.22 -4.59 1.18
N: 3.49 -4.86 0.88
N: 3.65 -4.68 -0.41
C: 2.47 -4.29 -0.91
O: 1.53 -4.24 0.07
C: 2.17 -3.83 -2.22
C: 3.18 -3.76 -3.19
C: 2.88 -3.23 -4.43
C: 1.60 -2.74 -4.69
C: 0.59 -2.79 -3.72
C: -0.80 -2.25 -3.99
N: -1.32 -1.55 -2.82
C: -0.84 -0.47 -2.21
N: -1.57 -0.22 -1.13
C: -2.51 -1.21 -1.13
N: -2.38 -2.02 -2.14
C: 0.88 -3.36 -2.50
H: -2.42 -4.08 3.21
H: -2.16 -3.27 4.76
H: -1.44 -2.21 1.07
H: -2.76 0.99 3.39
H: -0.09 -3.87 5.85
H: 2.24 -4.65 5.76
H: 3.35 -5.05 3.59
H: -0.29 -3.99 1.58
H: 4.18 -4.11 -2.96
H: 3.64 -3.19 -5.20
H: 1.38 -2.33 -5.67
H: -1.49 -3.06 -4.19
H: -0.80 -1.58 -4.85
H: 0.00 0.11 -2.54
H: -3.29 -1.30 -0.39
H: 0.10 -3.46 -1.75
C: 1.83 1.29 -3.53
C: 1.71 2.43 -2.53
As: 1.17 2.04 -0.66
C: 1.89 3.66 0.18
C: 1.36 4.95 -0.43
C: 2.50 0.71 -0.11
C: 1.97 -0.72 -0.01
H: 2.50 1.59 -4.33
H: 0.87 1.05 -4.00
H: 2.25 0.38 -3.08
H: 1.05 3.21 -2.92
H: 2.69 2.88 -2.37
H: 2.97 3.59 0.08
H: 1.66 3.61 1.24
H: 1.71 5.09 -1.45
H: 1.71 5.80 0.15
H: 0.27 4.97 -0.44
H: 2.87 1.02 0.87
H: 3.33 0.76 -0.82
H: 1.07 -0.75 0.61
H: 2.72 -1.37 0.44
H: 1.71 -1.12 -1.00

(2)
The following is a quantum chemistry calculation of a molecular structure, C34H40ClFLaN5O3, from the Open Molecules 2025 dataset.

Summary:
Total energy ... -65603.106 eV
Highest occupied orbital energy ... -6.343 eV
Gap between HOMO and LUMO ... 0.2269 hartree

Positions of all 85 atoms, in Å:
La: -0.23 -0.04 -0.15
Cl: 4.78 -2.76 5.24
C: 3.53 -2.00 4.28
C: 2.37 -1.53 4.90
C: 1.37 -0.93 4.18
C: 1.47 -0.77 2.78
O: 0.49 -0.24 2.11
C: 2.66 -1.23 2.17
C: 2.98 -1.05 0.77
O: 2.31 -0.44 -0.06
C: 3.67 -1.85 2.93
H: 2.27 -1.65 5.98
H: 0.46 -0.58 4.66
H: 3.93 -1.50 0.44
H: 4.57 -2.20 2.44
C: -4.42 -0.19 0.78
C: -3.61 0.82 0.00
C: -3.87 2.23 0.50
C: -3.91 0.73 -1.49
O: -2.23 0.52 0.17
H: -5.50 0.02 0.73
H: -4.12 -0.18 1.83
H: -4.25 -1.20 0.40
H: -4.92 2.52 0.38
H: -3.25 2.94 -0.05
H: -3.62 2.31 1.56
H: -4.98 0.86 -1.70
H: -3.61 -0.25 -1.88
H: -3.36 1.50 -2.03
C: 3.56 1.22 -3.87
C: 2.64 2.44 -3.88
N: 1.27 2.16 -4.29
C: 0.89 2.52 -5.66
C: 1.44 1.56 -6.70
C: 0.43 1.49 -3.46
C: -0.93 1.13 -3.98
N: 0.73 1.16 -2.24
H: 4.56 1.51 -3.53
H: 3.66 0.80 -4.87
H: 3.20 0.44 -3.21
H: 3.02 3.19 -4.57
H: 2.63 2.93 -2.90
H: 1.25 3.53 -5.85
H: -0.19 2.57 -5.72
H: 2.53 1.56 -6.71
H: 1.11 1.85 -7.70
H: 1.10 0.54 -6.51
H: -0.86 0.55 -4.90
H: -1.53 2.01 -4.18
H: -1.46 0.51 -3.26
H: 1.64 1.50 -1.94
N: -4.24 6.01 7.52
C: -3.69 5.69 6.56
C: -2.99 5.26 5.36
C: -3.01 3.92 5.01
C: -2.34 3.49 3.87
C: -1.65 4.42 3.10
C: -1.63 5.76 3.45
C: -2.31 6.18 4.58
N: -0.96 3.96 1.94
C: -0.79 4.62 0.73
C: -0.11 3.75 -0.05
N: 0.16 2.59 0.64
C: -0.37 2.75 1.82
H: -3.55 3.20 5.61
H: -2.38 2.46 3.57
H: -1.07 6.47 2.85
H: -2.30 7.23 4.86
H: -1.21 5.59 0.55
H: 0.19 3.88 -1.08
H: -0.33 2.02 2.62
F: -2.41 -2.40 -6.07
C: -1.90 -2.45 -4.81
C: -0.55 -2.28 -4.63
C: -0.04 -2.31 -3.33
C: -0.85 -2.55 -2.20
C: -0.30 -2.51 -0.84
C: -2.22 -2.73 -2.47
C: -2.75 -2.68 -3.75
H: 0.09 -2.12 -5.49
H: 1.03 -2.18 -3.19
H: 0.76 -2.80 -0.83
H: -0.85 -3.13 -0.13
H: -2.89 -2.92 -1.63
H: -3.81 -2.81 -3.93

(3)
The following is a quantum chemistry calculation of a molecular structure, C34H40GeN6O4S2Ti, from the Open Molecules 2025 dataset.

Summary:
Net charge ... +2
Total energy ... -154328.792 eV
Multiplicity ... 3
Highest occupied orbital energy (spin up / spin down) ... -12.751 / -13.463 eV
Gap between HOMO and LUMO (spin up / spin down) ... 0.2682 / 0.2320 hartree

Positions of all 88 atoms, in Å:
Ti: 0.96 -0.34 0.63
C: 0.40 -2.45 3.40
C: 1.49 -1.63 3.09
C: 2.51 -2.11 2.27
C: 2.43 -3.39 1.74
C: 1.34 -4.19 2.03
C: 0.32 -3.72 2.87
H: -0.37 -2.09 4.07
H: 1.62 -0.72 3.65
H: 3.42 -1.52 2.15
H: 3.24 -3.78 1.12
H: 1.29 -5.20 1.63
H: -0.52 -4.36 3.11
N: 0.65 0.59 -2.00
C: -0.79 0.83 -1.94
C: -1.36 1.55 -3.15
C: -2.83 1.94 -3.13
C: -3.77 0.76 -2.93
N: -3.77 0.23 -1.56
C: -4.46 0.76 -0.56
N: -5.19 1.86 -0.74
N: -4.45 0.16 0.63
C: -1.05 1.51 -0.62
O: -1.87 2.36 -0.42
O: -0.23 1.04 0.34
H: 1.13 1.47 -2.18
H: 0.87 -0.04 -2.77
H: -1.25 -0.16 -1.86
H: -1.22 0.87 -4.00
H: -0.75 2.43 -3.36
H: -3.07 2.36 -4.11
H: -3.02 2.73 -2.40
H: -3.47 -0.07 -3.58
H: -4.79 1.01 -3.22
H: -3.27 -0.62 -1.34
H: -5.09 2.41 -1.57
H: -5.67 2.29 0.04
H: -3.88 -0.67 0.77
H: -4.91 0.57 1.42
O: -2.94 -1.86 0.28
C: -2.73 -2.86 -0.65
C: -3.84 -3.51 -1.16
C: -3.68 -4.52 -2.09
C: -2.40 -4.89 -2.52
C: -1.30 -4.23 -2.01
C: -1.45 -3.20 -1.08
C: -0.27 -2.44 -0.59
O: -0.42 -1.69 0.50
N: 0.82 -2.46 -1.27
N: 1.78 -1.60 -0.69
C: 2.90 -1.57 -1.32
S: 3.19 -2.53 -2.72
C: 4.96 -2.13 -2.81
C: 5.15 -0.72 -2.30
S: 4.19 -0.55 -0.78
H: -2.08 -1.64 0.70
H: -4.82 -3.23 -0.80
H: -4.55 -5.03 -2.48
H: -2.28 -5.70 -3.23
H: -0.30 -4.50 -2.33
H: 5.27 -2.23 -3.84
H: 5.50 -2.85 -2.20
H: 4.79 0.02 -3.02
H: 6.19 -0.51 -2.06
Ge: 2.16 1.59 2.06
C: 2.67 2.93 0.81
C: 1.73 3.67 0.07
C: 2.16 4.70 -0.76
C: 3.52 4.99 -0.87
C: 4.45 4.25 -0.15
C: 4.03 3.21 0.68
C: 0.79 1.97 3.34
C: 1.11 1.65 4.66
C: 0.23 1.96 5.69
C: -0.98 2.57 5.40
C: -1.31 2.88 4.08
C: -0.44 2.57 3.05
H: 3.40 1.16 2.88
H: 0.67 3.48 0.16
H: 1.44 5.29 -1.31
H: 3.85 5.79 -1.51
H: 5.51 4.48 -0.24
H: 4.77 2.65 1.24
H: 2.07 1.20 4.91
H: 0.50 1.73 6.72
H: -1.67 2.81 6.20
H: -2.24 3.38 3.86
H: -0.72 2.82 2.03

(4)
The following is a quantum chemistry calculation of a molecular structure, C34H40N4O3P2Pt, from the Open Molecules 2025 dataset.

Summary:
Total energy ... -69824.207 eV
Multiplicity ... 3
Highest occupied orbital energy (spin up / spin down) ... -6.819 / -6.819 eV
Gap between HOMO and LUMO (spin up / spin down) ... 0.1706 / 0.1314 hartree

Positions of all 84 atoms, in Å:
Pt: 0.02 0.86 -1.71
C: -1.30 1.31 -3.24
C: -0.98 -0.06 -3.47
C: 0.01 -0.51 -4.49
C: 1.30 0.33 -4.44
C: 1.60 0.93 -3.09
C: 1.26 2.27 -2.70
C: 0.38 3.18 -3.51
C: -0.85 2.46 -4.08
C: 0.53 1.15 0.32
H: -2.31 1.46 -2.85
H: -1.81 -0.75 -3.33
H: -0.41 -0.47 -5.51
H: 0.25 -1.58 -4.33
H: 2.13 -0.33 -4.71
H: 1.25 1.13 -5.19
H: 2.53 0.57 -2.66
H: 2.01 2.73 -2.04
H: 0.94 3.72 -4.30
H: 0.03 3.98 -2.83
H: -1.68 3.17 -4.05
H: -0.71 2.13 -5.12
H: -0.01 2.07 0.56
H: 1.60 1.34 0.43
H: 0.23 0.37 1.04
P: 1.93 -1.01 -0.60
P: -1.46 -0.55 -0.56
N: 3.97 0.04 -1.07
N: 2.67 -2.04 0.47
N: -2.96 0.68 -0.67
N: -2.34 -1.29 0.80
C: 0.92 -2.26 -1.44
C: -0.62 -2.18 -1.26
C: 4.00 1.39 -0.78
C: 5.15 1.99 -1.34
C: 5.89 0.94 -1.95
C: 5.15 -0.24 -1.74
C: 3.02 -1.70 1.79
C: 4.14 -2.42 2.13
C: 4.52 -3.21 0.98
C: 3.62 -2.96 -0.02
C: -2.75 2.04 -0.41
C: -3.70 2.79 -1.09
C: -4.56 1.87 -1.78
C: -4.08 0.59 -1.52
C: -3.74 -1.36 0.98
C: -4.03 -2.47 1.76
C: -2.79 -3.10 2.10
C: -1.78 -2.36 1.52
H: 1.29 -3.22 -1.06
H: 1.21 -2.23 -2.51
H: -1.12 -2.31 -2.24
H: -0.94 -3.00 -0.61
H: 3.22 1.87 -0.22
H: 5.38 3.05 -1.31
H: 6.82 1.03 -2.50
H: 5.42 -1.25 -2.03
H: 2.35 -1.05 2.35
H: 4.66 -2.39 3.07
H: 5.37 -3.88 0.90
H: 3.50 -3.36 -1.02
H: -1.98 2.37 0.28
H: -3.78 3.87 -1.10
H: -5.43 2.11 -2.39
H: -4.46 -0.38 -1.80
H: -4.37 -0.60 0.57
H: -5.02 -2.78 2.02
H: -2.66 -3.99 2.69
H: -0.72 -2.50 1.50
O: -2.49 2.13 4.53
C: -2.10 1.21 5.41
C: -2.44 1.31 6.78
C: -2.15 0.27 7.64
C: -1.42 -0.85 7.19
C: -1.00 -0.92 5.86
C: -1.36 0.07 4.95
C: -1.01 -0.02 3.49
O: -0.19 -0.89 3.11
O: -1.59 0.84 2.71
H: -2.18 1.70 3.57
H: -2.95 2.22 7.10
H: -2.49 0.33 8.67
H: -1.18 -1.66 7.89
H: -0.39 -1.75 5.51